DFT (ωB97M-V/def2-TZVPD) results for a single C2H4Br2 molecule in a non-equilibrium geometry.

* energy relative to the best compared isomer or geometry (same formula, charge and spin): 5.1 kcal/mol
* E_LUMO: 0.65 eV
* HOMO energy: -0.36998 Eh
* gap between HOMO and LUMO: 10.72 eV
* E: -5226.62658 a.u.
* multiplicity: 1
* SMILES: BrCCBr

XYZ file:
```
8
C2H4Br2 | the Open Molecules 2025 dataset | ωB97M-V/def2-TZVPD
Br 17.936 -11.068 -18.917
C 19.147 -11.586 -20.422
C 19.217 -13.127 -20.599
Br 17.499 -13.938 -20.835
H 20.134 -11.176 -20.207
H 18.732 -11.216 -21.360
H 19.699 -13.642 -19.768
H 19.823 -13.408 -21.460
```